Record 1
Below is a structure of composition C25H26AsBrN2O5OsS3 at a distorted geometry, with properties calculated with wB97M-V/def2-TZVPD.

```
64
Properties=species:S:1:pos:R:3
Os 0.327 0.533 0.280
S 1.972 1.956 1.184
C 3.015 2.590 -0.040
C 3.959 3.548 0.352
C 4.846 4.084 -0.550
C 4.822 3.662 -1.879
C 3.907 2.722 -2.290
C 2.979 2.181 -1.391
S 1.830 1.045 -1.985
H 3.967 3.860 1.383
H 5.565 4.824 -0.236
H 5.523 4.075 -2.586
H 3.882 2.384 -3.315
Br 5.547 -4.137 3.306
C 3.717 -4.093 2.827
C 2.917 -5.202 3.074
N 1.638 -5.233 2.757
C 1.090 -4.159 2.224
C 1.798 -2.984 1.981
C 3.161 -2.958 2.258
C 1.064 -1.803 1.439
O -0.146 -1.661 1.668
O 1.711 -0.985 0.713
H 3.314 -6.093 3.541
H 0.037 -4.211 1.981
H 3.745 -2.071 2.059
C -0.692 -0.313 -4.049
C -1.721 -0.716 -2.999
As -0.987 -1.032 -1.166
C -2.555 -1.791 -0.209
C -3.246 -2.982 -0.863
C 0.000 -2.717 -1.579
C 1.433 -2.519 -2.064
H -1.194 0.004 -4.962
H -0.040 -1.148 -4.300
H -0.071 0.508 -3.696
H -2.208 -1.650 -3.308
H -2.480 0.059 -2.897
H -3.262 -0.972 -0.066
H -2.175 -2.077 0.774
H -3.649 -2.727 -1.844
H -4.068 -3.302 -0.225
H -2.561 -3.823 -0.971
H -0.592 -3.244 -2.341
H 0.002 -3.328 -0.671
H 1.465 -2.024 -3.032
H 1.926 -3.486 -2.155
H 1.998 -1.913 -1.355
O -2.846 1.168 -0.920
C -2.422 1.872 -0.011
N -1.127 1.975 0.329
S -0.943 2.727 1.807
O -0.184 3.936 1.723
O -0.471 1.692 2.694
C -2.669 3.141 2.013
C -3.323 3.881 2.972
C -4.672 4.153 2.768
C -5.330 3.691 1.637
C -4.659 2.943 0.680
C -3.311 2.679 0.877
H -2.805 4.232 3.851
H -5.209 4.741 3.496
H -6.380 3.914 1.509
H -5.159 2.574 -0.203
```

Computed properties:
F_max in eV/Å: 2.1
LUMO energy (alpha / beta) in eV: 0.0 / -2.5
M in u: 875.75
Kohn-Sham gap (alpha / beta) in eV: 7.66 / 5.30
<S²>: 6.03
Multiplicity: 5
HOMO level (alpha / beta) in eV: -7.7 / -7.8


Record 2
Below is a structure of composition C25H26AuN4O2S2, with properties calculated with wB97M-V/def2-TZVPD.

```
60
Properties=species:S:1:pos:R:3
Au 0.541 0.472 -0.358
O 5.099 -0.249 -1.431
C 5.604 -0.136 -0.193
C 6.986 -0.005 -0.042
C 7.546 0.105 1.216
C 6.739 0.088 2.349
C 5.369 -0.035 2.208
C 4.782 -0.147 0.949
C 3.304 -0.253 0.792
O 2.827 -0.380 -0.381
N 2.598 -0.199 1.911
N 1.263 -0.241 1.670
C 0.439 -0.321 2.626
S -1.284 -0.364 2.257
C -1.787 -0.760 3.963
C -0.846 0.002 4.871
S 0.852 -0.410 4.360
H 4.110 -0.326 -1.299
H 7.601 0.009 -0.934
H 8.621 0.202 1.312
H 7.183 0.179 3.333
H 4.708 -0.046 3.063
H -1.709 -1.836 4.121
H -2.825 -0.447 4.082
H -0.959 -0.263 5.922
H -0.990 1.075 4.744
C 0.204 -2.781 -1.852
C -0.808 -2.082 -2.769
C -2.147 -1.941 -2.089
C -3.028 -3.011 -2.068
C -4.236 -2.937 -1.390
C -4.562 -1.769 -0.725
C -3.717 -0.663 -0.737
C -4.151 0.577 0.011
C -5.294 1.319 -0.689
C -2.497 -0.746 -1.431
N -1.586 0.314 -1.433
C -1.903 1.468 -1.912
C -1.033 2.581 -1.844
C -1.212 3.900 -2.300
C -0.053 4.584 -1.956
C 0.772 3.654 -1.297
N 0.185 2.461 -1.230
H 1.168 -2.891 -2.352
H -0.156 -3.770 -1.563
H 0.364 -2.188 -0.949
H -0.928 -2.657 -3.690
H -0.422 -1.098 -3.030
H -2.758 -3.921 -2.595
H -4.912 -3.783 -1.372
H -5.493 -1.706 -0.170
H -3.307 1.249 0.157
H -4.497 0.274 1.005
H -4.969 1.711 -1.655
H -5.641 2.156 -0.079
H -6.138 0.650 -0.863
H -2.872 1.615 -2.399
H -2.079 4.282 -2.819
H 0.176 5.623 -2.140
H 1.758 3.813 -0.885
```

Computed properties:
F_max in eV/Å: 0.8
LUMO energy in eV: 2.3
M in u: 675.61
Kohn-Sham gap in eV: 6.76
Net charge: -1
ΔE to the lowest compared entry with this formula, charge and spin in kJ/mol: 81.4
Multiplicity: 1
HOMO level in eV: -4.4


Record 3
Below is a cluster of 9 separate species, C25H26BBrF8NO25PS in total at a distorted geometry, with properties calculated with wB97M-V/def2-TZVPD.

```
89
Properties=species:S:1:pos:R:3
O -1.039 -1.427 1.549
C -0.337 -1.742 0.602
O 0.550 -2.784 0.618
C 1.058 -2.896 -0.696
C 0.840 -1.528 -1.245
F 0.602 -1.573 -2.575
O -0.335 -1.096 -0.597
H 0.495 -3.664 -1.238
H 2.114 -3.177 -0.685
H 1.655 -0.826 -1.036
O -4.001 3.636 3.492
C -3.684 2.460 3.442
O -2.494 2.006 2.940
C -2.463 0.614 3.184
C -3.909 0.275 3.307
F -4.092 -0.751 4.168
O -4.473 1.436 3.872
H -1.902 0.420 4.105
H -1.979 0.083 2.360
H -4.400 0.053 2.353
O -8.808 -1.748 8.958
C -7.757 -1.488 8.397
O -7.670 -0.946 7.144
C -6.300 -0.678 6.919
C -5.628 -1.623 7.856
F -4.463 -1.107 8.308
O -6.526 -1.708 8.939
H -6.092 0.371 7.154
H -6.031 -0.865 5.876
H -5.458 -2.622 7.440
O 0.765 -6.493 1.336
C 0.437 -5.949 2.377
O -0.443 -6.483 3.277
C -0.450 -5.615 4.392
C 0.012 -4.327 3.802
F 0.710 -3.604 4.707
O 0.895 -4.731 2.780
H 0.233 -6.000 5.157
H -1.452 -5.539 4.824
H -0.790 -3.715 3.375
O 7.730 2.859 -0.189
C 8.048 1.683 -0.239
O 9.237 1.229 -0.741
C 9.269 -0.163 -0.497
C 7.823 -0.502 -0.374
F 7.639 -1.528 0.487
O 7.258 0.659 0.191
H 9.829 -0.357 0.424
H 9.752 -0.694 -1.321
H 7.331 -0.724 -1.328
O 3.811 2.653 -5.883
C 4.678 3.486 -6.089
O 4.811 4.646 -5.376
C 6.000 5.260 -5.832
C 6.165 4.674 -7.192
F 7.474 4.561 -7.513
O 5.627 3.378 -7.061
H 6.823 5.003 -5.157
H 5.894 6.348 -5.858
H 5.634 5.216 -7.982
O -13.892 -5.041 6.960
C -13.292 -3.983 7.047
O -12.104 -3.827 7.708
C -11.682 -2.500 7.463
C -12.962 -1.809 7.138
F -12.758 -0.807 6.253
O -13.726 -2.810 6.505
H -10.973 -2.493 6.629
H -11.193 -2.076 8.344
H -13.503 -1.430 8.012
O 4.409 4.789 -9.755
C 5.111 4.473 -10.701
O 5.997 3.431 -10.685
C 6.505 3.319 -11.999
C 6.288 4.688 -12.548
F 6.049 4.642 -13.878
O 5.113 5.119 -11.901
H 5.943 2.551 -12.541
H 7.562 3.038 -11.989
H 7.102 5.389 -12.339
O 3.098 -0.241 -2.631
P 3.542 1.236 -3.511
Br 5.309 2.238 -2.400
B 2.002 2.373 -3.469
N 1.161 2.521 -2.179
C 0.002 1.756 -2.352
S -1.340 0.831 -2.943
H 2.375 -0.681 -3.205
H 1.633 2.963 -4.441
```

Computed properties:
F_max in eV/Å: 9.5
LUMO energy in eV: -1.4
M in u: 1046.21
Kohn-Sham gap in eV: 7.10
Multiplicity: 1
HOMO level in eV: -8.5
SMILES: O=C1OC[C@@H](F)O1.O=C1OC[C@@H](F)O1.O=C1OC[C@@H](F)O1.O=C1OC[C@@H](F)O1.O=C1OC[C@@H](F)O1.O=C1OC[C@@H](F)O1.O=C1OC[C@@H](F)O1.O=C1OC[C@@H](F)O1.OP(Br)BN=C=S


Record 4
Below is a structure of composition C25H26BN3O2RhS2, with properties calculated with wB97M-V/def2-TZVPD.

```
60
Properties=species:S:1:pos:R:3
Rh 0.188 0.154 -0.253
C 2.745 -0.040 -1.898
C 2.117 1.193 -2.532
N 0.682 1.255 -2.226
C 0.108 2.601 -2.138
C 0.697 3.414 -0.986
S 0.957 2.490 0.561
C 2.749 2.137 0.520
C 3.129 0.657 0.492
N 2.384 -0.181 -0.470
H 3.831 -0.017 -2.026
H 2.369 -0.936 -2.395
H 2.300 1.177 -3.610
H 2.589 2.099 -2.160
H 0.144 0.724 -2.905
H -0.966 2.472 -1.997
H 0.252 3.165 -3.066
H 0.016 4.227 -0.737
H 1.646 3.882 -1.249
H 3.174 2.569 1.425
H 3.181 2.688 -0.312
H 2.943 0.226 1.477
H 4.207 0.585 0.307
H 2.538 -1.151 -0.209
S -3.739 1.311 1.604
C -2.571 1.338 2.903
C -2.711 1.859 4.182
C -1.639 1.761 5.053
C -0.450 1.144 4.658
C -0.314 0.619 3.385
C -1.382 0.724 2.500
N -1.398 0.262 1.194
C -2.580 0.498 0.591
C -2.761 0.171 -0.766
C -3.770 0.784 -1.562
C -3.721 0.721 -2.919
C -2.666 0.017 -3.592
C -1.749 -0.664 -2.858
C -1.768 -0.672 -1.420
H -3.634 2.330 4.493
H -1.727 2.159 6.054
H 0.369 1.064 5.359
H 0.596 0.110 3.085
H -4.557 1.356 -1.085
H -4.485 1.215 -3.505
H -2.650 -0.024 -4.672
H -1.012 -1.283 -3.363
O -1.506 -2.598 0.370
B -1.109 -1.875 -0.751
O 0.150 -2.345 -1.223
C 0.515 -3.335 -0.324
C 1.670 -4.082 -0.309
C 1.795 -5.000 0.735
C 0.797 -5.143 1.693
C -0.369 -4.379 1.658
C -0.479 -3.473 0.628
H 2.425 -3.982 -1.077
H 2.680 -5.619 0.792
H 0.924 -5.871 2.483
H -1.152 -4.489 2.395
```

Computed properties:
F_max in eV/Å: 0.3
LUMO energy (alpha / beta) in eV: -2.1 / -4.3
M in u: 578.35
Kohn-Sham gap (alpha / beta) in eV: 5.98 / 6.56
Net charge: +1
<S²>: 6.02
ΔE to the lowest compared entry with this formula, charge and spin in kJ/mol: 5.2
Multiplicity: 5
HOMO level (alpha / beta) in eV: -8.1 / -10.8


Record 5
Below is a structure of composition C25H26Cl2N11O2PS3SeZr at a distorted geometry, with properties calculated with wB97M-V/def2-TZVPD.

```
72
Properties=species:S:1:pos:R:3
Zr -0.734 0.986 -0.814
S 0.879 1.460 1.165
C 0.820 -0.225 1.713
N 1.672 -0.722 2.597
N 2.580 0.010 3.110
C 3.517 -0.458 3.999
C 3.437 -1.770 4.483
C 4.396 -2.229 5.360
C 5.444 -1.401 5.747
C 5.518 -0.097 5.271
C 4.557 0.387 4.408
N -0.113 -1.051 1.321
N -1.073 -0.751 0.479
C -2.033 -1.795 0.468
C -1.941 -2.831 1.414
C -2.856 -3.862 1.431
C -3.890 -3.900 0.508
C -4.008 -2.874 -0.415
C -3.102 -1.828 -0.433
H 2.650 1.000 2.826
H 2.623 -2.396 4.155
H 4.338 -3.233 5.746
H 6.202 -1.773 6.421
H 6.334 0.536 5.579
H 4.615 1.396 4.029
H -1.133 -2.809 2.128
H -2.757 -4.642 2.172
H -4.594 -4.715 0.509
H -4.820 -2.884 -1.127
H -3.230 -1.048 -1.166
S 1.383 0.722 -2.280
C 2.573 0.161 -1.150
S 2.694 -1.540 -0.814
C 3.403 1.068 -0.512
C 3.117 2.419 -0.679
N 2.800 3.526 -0.786
C 4.346 0.701 0.464
N 5.046 0.407 1.324
Cl -3.492 1.476 -1.263
C -3.172 2.741 -2.469
Cl -1.627 2.341 -3.251
H -3.082 3.704 -1.959
H -3.974 2.757 -3.208
N -2.692 -0.518 -5.681
C -2.780 -1.271 -4.414
P -1.093 -0.940 -3.586
O -0.469 -0.066 -4.625
O -1.380 -0.318 -2.219
C -0.281 -2.592 -3.456
N 1.156 -2.426 -3.384
H -3.324 0.284 -5.730
H -2.828 -1.089 -6.520
H -1.653 -0.152 -5.612
H -2.924 -2.333 -4.603
H -3.596 -0.923 -3.785
H -0.609 -3.165 -4.335
H -0.642 -3.105 -2.562
H 1.625 -3.321 -3.493
H 1.901 -1.931 -1.871
H 1.486 -1.807 -4.122
Se 0.749 4.674 -1.333
N 0.151 5.551 -0.001
C -0.699 4.792 0.718
C -1.330 5.070 1.936
C -2.136 4.083 2.471
C -2.309 2.862 1.817
N -1.723 2.556 0.659
C -0.932 3.515 0.141
N -0.243 3.254 -0.992
H -1.174 6.019 2.422
H -2.629 4.250 3.416
H -2.934 2.087 2.243
```

Computed properties:
F_max in eV/Å: 2.4
LUMO energy in eV: -6.4
M in u: 880.82
Kohn-Sham gap in eV: 5.74
Net charge: +2
ΔE to the lowest compared entry with this formula, charge and spin in kJ/mol: 328.0
Multiplicity: 1
HOMO level in eV: -12.2


Record 6
Below is a structure of composition C25H26IrN3O8SSe, with properties calculated with wB97M-V/def2-TZVPD.

```
65
Properties=species:S:1:pos:R:3
Ir -0.230 1.712 -0.997
O 6.556 1.737 0.673
C 6.130 1.877 -0.668
C 4.635 1.770 -0.736
C 4.009 1.639 -2.002
C 2.647 1.582 -2.057
N 1.862 1.627 -0.960
C 2.445 1.753 0.280
C 3.858 1.822 0.381
C 1.566 1.817 1.389
C 1.977 1.928 2.744
C 1.062 2.002 3.750
C 1.477 2.128 5.190
O 0.977 1.060 5.984
C -0.329 1.955 3.424
C -0.685 1.849 2.119
N 0.212 1.765 1.104
H 7.511 1.838 0.708
H 6.572 1.106 -1.310
H 6.424 2.852 -1.074
H 4.587 1.594 -2.915
H 2.129 1.488 -3.002
H 4.330 1.925 1.346
H 3.033 1.964 2.980
H 1.047 3.034 5.620
H 2.565 2.208 5.264
H 1.432 0.252 5.727
H -1.079 2.009 4.199
H -1.726 1.823 1.820
O -2.764 3.887 -0.715
Se -1.687 4.606 -2.379
O -1.879 6.161 -2.148
O -0.287 3.933 -1.894
O -2.477 3.791 -3.500
C 0.475 -3.329 -1.316
N 0.939 -2.478 -0.230
C 1.837 -3.008 0.797
C 0.621 -1.193 -0.217
O -0.088 -0.648 -1.081
H 0.425 -4.356 -0.964
H 1.148 -3.276 -2.173
H -0.512 -3.000 -1.634
H 2.070 -4.040 0.554
H 1.368 -2.980 1.780
H 2.769 -2.446 0.825
H 1.035 -0.623 0.622
C -5.007 -5.962 -1.021
C -5.552 -4.574 -1.067
O -6.292 -4.049 -0.310
S -4.972 -3.618 -2.599
C -4.242 -2.217 -1.958
C -3.665 -1.348 -2.930
C -3.073 -0.185 -2.553
C -3.053 0.198 -1.185
C -3.599 -0.682 -0.216
C -4.184 -1.857 -0.585
C -2.480 1.437 -0.819
C -2.671 2.671 -0.715
H -5.262 -6.415 -0.066
H -3.930 -5.953 -1.184
H -5.456 -6.538 -1.834
H -3.717 -1.623 -3.976
H -2.640 0.487 -3.282
H -3.560 -0.394 0.826
H -4.626 -2.495 0.164
```

Computed properties:
F_max in eV/Å: 0.5
LUMO energy (alpha / beta) in eV: -3.1 / -6.6
M in u: 799.74
Kohn-Sham gap (alpha / beta) in eV: 4.65 / 4.30
Net charge: +1
<S²>: 8.80
ΔE to the lowest compared entry with this formula, charge and spin in kJ/mol: 107.6
Multiplicity: 6
HOMO level (alpha / beta) in eV: -7.8 / -10.9


Record 7
Below is an isolated molecule of C25H26N2O5, with properties calculated with wB97M-V/def2-TZVPD.

```
58
Properties=species:S:1:pos:R:3
C -3.794 -4.450 -1.067
O -3.336 -3.220 -1.585
C -2.478 -2.431 -0.887
C -2.207 -1.217 -1.520
C -1.359 -0.274 -0.966
N -1.047 0.873 -1.704
C -0.919 2.192 -1.082
C 0.291 2.251 -0.136
O 0.294 2.865 0.904
N 1.353 1.582 -0.668
C 2.598 1.320 -0.095
C 3.012 1.904 1.101
C 4.257 1.593 1.620
C 5.094 0.714 0.961
C 4.695 0.127 -0.241
C 5.643 -0.806 -0.905
C 5.254 -1.336 -2.264
O 6.686 -1.123 -0.378
C 3.442 0.434 -0.761
C -2.195 2.685 -0.438
C -2.943 3.668 -1.073
C -4.134 4.112 -0.528
C -4.594 3.573 0.661
C -3.854 2.593 1.300
C -2.662 2.150 0.756
C -0.772 -0.550 0.268
C -1.040 -1.740 0.921
O -0.512 -2.057 2.139
C 0.314 -1.120 2.787
C -1.887 -2.710 0.349
O -2.163 -3.884 1.032
C -1.066 -4.756 1.212
H -4.237 -4.331 -0.077
H -2.994 -5.192 -1.019
H -4.553 -4.788 -1.773
H -2.687 -1.040 -2.470
H -1.637 0.926 -2.527
H -0.665 2.881 -1.902
H 1.146 1.070 -1.518
H 2.358 2.589 1.613
H 4.571 2.046 2.547
H 6.067 0.465 1.355
H 6.059 -1.956 -2.649
H 4.350 -1.936 -2.185
H 5.070 -0.513 -2.951
H 3.099 -0.013 -1.682
H -2.588 4.096 -2.001
H -4.703 4.879 -1.033
H -5.523 3.919 1.089
H -4.206 2.171 2.229
H -2.096 1.388 1.265
H -0.123 0.169 0.733
H 0.577 -1.576 3.741
H -0.208 -0.176 2.973
H 1.229 -0.922 2.218
H -1.470 -5.641 1.702
H -0.294 -4.311 1.843
H -0.625 -5.041 0.249
```

Computed properties:
F_max in eV/Å: 0.7
LUMO energy in eV: 0.2
M in u: 434.49
Kohn-Sham gap in eV: 8.20
ΔE to the lowest compared entry with this formula, charge and spin in kJ/mol: 234.5
Multiplicity: 1
HOMO level in eV: -8.0
SMILES: COc1cc(N[C@H](C(=O)Nc2cccc(C(C)=O)c2)c2ccccc2)cc(OC)c1OC